Below is C18H42HgN7O9 as an isolated structure, with properties calculated with ωB97M-V with the def2-TZVPD basis set.

Its largest force on an atom is 0.1152 hartree/bohr. Its orbital gap is 0.31263 hartree. The energy comes out at -52371.4352 eV. Its HOMO energy is -10.2826 eV. The energy above the lowest of the compared OMol25 structures with the same formula, charge and spin is 3.828 eV.

Structure (ORCA input):
```
! wB97M-V def2-TZVPD RIJCOSX def2/J DEFGRID3
* xyz 1 1
Hg 0.16005 -0.10273 0.35549
N 2.68211 -2.10829 0.02244
O 3.68869 -2.79183 0.30306
O 2.27479 -1.28345 0.83773
O 1.93533 -2.39811 -0.83837
C -1.90367 -3.22699 3.89048
C -0.68102 -3.23999 2.99397
O -0.45440 -2.38341 2.17810
N 0.07260 -4.36540 3.15944
C 1.04320 -4.73041 2.03334
H -1.69789 -2.54966 4.71932
H -2.11279 -4.23182 4.25748
H -2.70006 -2.76449 3.30741
H 0.24803 -4.65905 4.10976
H 0.62461 -5.55873 1.46171
H 2.02867 -5.07365 2.34819
H 1.12247 -4.01341 1.21620
C -3.16951 -1.45283 -1.89176
C -1.72609 -1.84823 -1.95770
O -0.96584 -1.23835 -1.23629
N -1.48300 -2.94660 -2.67881
C -0.17554 -3.51408 -2.92332
H -3.33494 -0.37610 -1.85441
H -3.66348 -1.83031 -0.99644
H -3.72244 -1.85546 -2.74044
H -2.28949 -3.50691 -2.91486
H 0.44679 -2.73273 -3.35955
H -0.25047 -4.40383 -3.54847
H 0.23192 -4.06891 -2.07819
C 3.76689 1.90550 1.25141
C 2.39701 2.12239 1.79319
O 1.43390 1.41430 1.40883
N 2.25363 3.08174 2.71048
C 1.13021 3.31234 3.55149
H 4.06912 0.85840 1.23356
H 4.49516 2.53333 1.76477
H 3.73929 2.27828 0.22751
H 3.07663 3.33807 3.23686
H 0.33370 2.86047 2.96031
H 1.11334 4.38734 3.73090
H 1.09758 2.97725 4.58819
C 2.46102 1.83094 -3.24776
C 2.16361 0.54737 -2.57457
O 1.49413 0.44507 -1.57217
N 2.39940 -0.62581 -3.21247
C 2.93434 -0.92518 -4.57079
H 1.58207 2.46415 -3.36856
H 2.99912 1.71592 -4.18868
H 3.03575 2.43391 -2.54475
H 1.98233 -1.36477 -2.66466
H 3.99310 -0.67399 -4.63437
H 2.29142 -0.25448 -5.14081
H 2.80514 -1.99219 -4.75216
C -1.84725 0.90175 4.15283
C -2.18023 0.95619 2.70832
O -1.40141 0.48845 1.86646
N -3.37429 1.40512 2.41461
C -3.78761 1.60995 1.05576
H -0.80301 1.15190 4.34015
H -1.88587 -0.15509 4.41686
H -2.62582 1.51789 4.60261
H -4.11242 1.50332 3.09698
H -4.31437 2.54330 0.85712
H -4.41474 0.76868 0.76066
H -2.91538 1.67144 0.40496
C -0.22085 4.24798 -0.78546
C -0.65558 2.89655 -1.43170
O -0.77186 1.85713 -0.79155
N -1.14083 2.99558 -2.70676
C -1.72363 1.86942 -3.37248
H -0.75673 5.10285 -1.19792
H 0.82077 4.32466 -1.09730
H -0.30826 4.32770 0.29810
H -1.13919 3.89396 -3.16828
H -1.06980 1.01240 -3.21086
H -1.94113 2.01966 -4.42994
H -2.70704 1.67455 -2.94466
*
```

Atom charges from the Löwdin analysis, given in e for atoms 1 to 2: atom 1 (Hg): 1.263, atom 2 (N): -0.635

Below is a 2-piece molecular cluster, BrFHP overall, with properties calculated with ωB97M-V with the def2-TZVPD basis set.

Its largest force on an atom is 0.0985 hartree/bohr. Its orbital gap is 0.33135 hartree. The energy comes out at -82063.4552 eV. Its HOMO energy is -10.9087 eV. The energy above the lowest of the compared OMol25 structures with the same formula, charge and spin is 2.327 eV.

Structure (ORCA input):
```
! wB97M-V def2-TZVPD RIJCOSX def2/J DEFGRID3
* xyz 0 1
F -0.61096 -2.37943 0.17343
P -0.80442 -0.45370 -0.92375
Br -2.60708 0.34588 0.06577
H 0.18112 -0.35332 0.20882
*
```

Atom charges from the Löwdin analysis, given in e for atoms 1 to 2: atom 1 (F): -0.585, atom 2 (P): 0.507

Below is C34H37N6O4PdSe as an isolated structure, with properties calculated with ωB97M-V with the def2-TZVPD basis set.

Its largest force on an atom is 0.0443 hartree/bohr. Its orbital gap is 0.24233 hartree. The energy comes out at -121808.8341 eV. Its HOMO energy is -10.3301 eV. The energy above the lowest of the compared OMol25 structures with the same formula, charge and spin is 2.060 eV.

Structure (ORCA input):
```
! wB97M-V def2-TZVPD RIJCOSX def2/J DEFGRID3
* xyz 1 1
Pd 0.28182 -0.44286 -1.41334
C 0.62467 -3.40493 5.93400
O 1.02371 -2.90167 4.66848
C 1.92140 -1.88206 4.64827
C 2.56915 -1.36710 5.75861
C 3.43595 -0.28895 5.62398
C 3.63089 0.29574 4.38697
C 2.98144 -0.21549 3.26899
C 2.15519 -1.32536 3.38221
N 1.44657 -1.90712 2.31442
C 1.52968 -1.60694 0.99149
N 2.77296 -1.43672 0.50552
C 3.16012 -1.21396 -0.83264
C 2.21352 -0.91415 -1.81269
C 2.55620 -0.85335 -3.15051
C 3.88454 -1.01865 -3.53052
C 4.84158 -1.22852 -2.56460
C 4.50697 -1.34214 -1.21386
O 5.59253 -1.59390 -0.43244
C 5.57985 -1.75817 0.97219
N 0.48755 -1.64796 0.20270
C -0.85233 -1.59331 0.65471
C -1.77280 -2.41557 0.00386
C -3.11675 -2.38001 0.33059
C -3.55891 -1.51777 1.31962
C -2.67032 -0.66860 1.96415
C -1.32328 -0.67753 1.62795
O -0.41630 0.20088 2.12304
C -0.83352 1.08043 3.15534
H -0.15436 -4.13411 5.73269
H 0.22539 -2.61010 6.56857
H 1.45398 -3.89472 6.44803
H 2.40860 -1.80266 6.73456
H 3.94092 0.09845 6.49833
H 4.27834 1.15568 4.28162
H 3.08091 0.28894 2.31740
H 0.58945 -2.35518 2.60505
H 3.50213 -1.60690 1.17247
H 1.79290 -0.68687 -3.90291
H 4.16618 -0.97424 -4.57423
H 5.88600 -1.33943 -2.82179
H 6.62130 -1.90337 1.24646
H 5.02618 -2.65076 1.27986
H 5.21564 -0.86839 1.49631
H -1.40058 -3.08496 -0.76010
H -3.81786 -3.02531 -0.18068
H -4.60664 -1.48674 1.58807
H -3.03692 0.01448 2.71840
H 0.06092 1.61603 3.46385
H -1.23439 0.52868 4.00936
H -1.58107 1.79136 2.79483
O -1.80664 -0.72125 -2.67813
C -2.56755 -0.15279 -3.47942
C -4.04273 -0.49268 -3.52796
C -4.99282 0.69861 -3.22621
C -4.32521 2.07419 -3.22613
C -3.81628 2.53122 -4.59376
C -3.00239 1.44625 -5.31326
N -2.12966 0.70008 -4.41649
H -4.20293 -1.29797 -2.81632
H -4.25734 -0.88919 -4.52234
H -5.44476 0.54346 -2.24626
H -5.80655 0.70577 -3.95418
H -3.49822 2.06555 -2.52172
H -5.04028 2.81339 -2.85879
H -3.20375 3.42691 -4.45750
H -4.65805 2.80866 -5.23218
H -2.38178 1.89469 -6.08683
H -3.67684 0.74571 -5.80658
H -1.16864 0.98263 -4.32798
Se 1.83009 2.22225 -3.15525
N 0.43068 1.41836 -2.31375
C -0.10393 2.34760 -1.49760
C -1.15084 2.11242 -0.57903
C -1.62669 3.16835 0.15105
C -1.10563 4.47526 -0.00305
C -0.06727 4.73205 -0.84908
C 0.47446 3.66487 -1.60570
N 1.49834 3.78652 -2.43592
H -1.59514 1.12965 -0.47337
H -2.43463 2.99891 0.85155
H -1.54249 5.29134 0.55694
H 0.34638 5.72509 -0.95736
*
```

Atom charges from the Löwdin analysis, given in e for atoms 1 to 2: atom 1 (Pd): 0.883, atom 2 (C): -0.058

Below is a 6-piece molecular cluster, C49H56ClF40N2O7P2 overall, with properties calculated with ωB97M-V with the def2-TZVPD basis set.

Its largest force on an atom is 0.1104 hartree/bohr. Its orbital gap is 0.23449 hartree. The energy comes out at -208816.4351 eV. Its HOMO energy is -10.8529 eV.

Structure (ORCA input):
```
! wB97M-V def2-TZVPD RIJCOSX def2/J DEFGRID3
* xyz 1 1
C 5.20751 1.43481 -5.40902
C 5.33593 2.72517 -6.35910
C 4.51422 4.00558 -5.79135
C 2.91689 3.77831 -5.80462
C 2.14287 4.83048 -6.75598
C 2.03379 4.34050 -8.28792
C 1.08645 5.32371 -9.18308
C -0.44852 4.94052 -8.81886
O -1.04552 4.04780 -9.79428
C -2.42395 3.78162 -9.46760
O -3.31307 4.10470 -10.27532
C -2.70355 3.11311 -8.03374
C -2.63242 1.54080 -8.02056
Cl -2.31186 0.66920 -9.58848
C -2.84566 0.86031 -6.64869
P -2.80803 -1.04211 -6.46250
C -2.28372 -1.45090 -4.65816
C -1.44238 -1.81121 -7.52496
C -0.73110 -3.09549 -6.86354
N -3.11698 1.61810 -5.45742
C -3.19473 3.07489 -5.43420
C -3.45945 3.69503 -3.98080
C -2.37892 4.67383 -3.41913
C -2.78862 5.21007 -1.99776
C -4.12839 4.68894 -1.44526
N -5.06196 3.76726 -1.97734
C -4.74251 3.25096 -3.25929
C -3.01710 3.95413 -6.72731
P -3.12228 5.82852 -6.71710
C -3.74745 6.55174 -8.34930
C -4.40940 6.45859 -5.43502
H 6.04573 1.40929 -4.62585
H 5.30838 0.50430 -6.08560
H 4.20622 1.36299 -4.85503
H 4.95007 2.43483 -7.39793
H 6.42497 3.06226 -6.43889
H 4.72144 4.87888 -6.51737
H 4.86907 4.24510 -4.71871
H 2.52961 3.95996 -4.73363
H 2.67007 2.68434 -6.04307
H 1.09640 4.96378 -6.28154
H 2.63592 5.87223 -6.71362
H 3.04437 4.13162 -8.77977
H 1.48690 3.32017 -8.25218
H 1.31506 5.24898 -10.29590
H 1.26761 6.38350 -8.75554
H -1.01193 5.93828 -8.69235
H -0.39656 4.49057 -7.75269
H -3.04934 -1.10592 -3.88661
H -1.23399 -0.99336 -4.48822
H -2.13048 -2.58705 -4.51922
H -0.69029 -1.01719 -7.84993
H -1.95583 -2.18803 -8.49011
H -1.50282 -3.77230 -6.35040
H -0.23244 -3.67887 -7.71465
H 0.11034 -2.76451 -6.16137
H -3.24692 1.09210 -4.57017
H -1.43164 4.97929 -3.96517
H -2.11732 5.95814 -1.43794
H -4.41788 5.12844 -0.41770
H -5.49007 2.51671 -3.73779
H -2.92452 6.86073 -9.07833
H -4.50990 5.82575 -8.81075
H -4.31590 7.52326 -8.08376
H -4.89845 7.42965 -5.79020
H -3.92101 6.67411 -4.41605
H -5.25266 5.69152 -5.29320
C -3.30827 3.04361 2.44361
C -3.22163 1.82286 3.38349
C -4.29342 1.73656 4.47003
F -4.24776 2.77722 5.32277
F -4.10992 0.62112 5.22060
F -1.97931 1.76698 3.92070
F -3.33888 0.71104 2.59664
O -2.45205 4.15343 2.74411
C -2.92055 5.09655 3.68715
C -2.04011 5.16136 4.93983
F -1.98237 3.96809 5.57029
F -2.53802 6.05098 5.83129
F -4.21471 4.85393 3.96573
F -2.89395 6.29440 3.05680
H -2.95724 2.69756 1.46660
H -4.33984 3.36014 2.26650
H -5.29588 1.68630 4.03720
H -1.01952 5.45896 4.68421
C -1.96111 -0.90331 7.06203
C -3.02395 -0.99205 8.17996
C -2.84292 -0.01653 9.34287
F -1.68520 -0.20873 10.00392
F -3.83320 -0.18317 10.25555
F -3.09781 -2.27168 8.61981
F -4.23433 -0.72849 7.60164
O -0.89617 -1.86196 7.11232
C 0.21040 -1.54175 7.93109
C 0.39094 -2.53196 9.08628
F -0.69484 -2.56754 9.88679
F 1.44033 -2.17463 9.86651
F 0.11437 -0.26467 8.34389
F 1.29667 -1.58982 7.12314
H -2.48016 -1.13794 6.12818
H -1.59015 0.11505 6.91829
H -2.87833 1.02002 8.99741
H 0.56648 -3.54361 8.71029
C -0.26237 -5.31418 -1.34218
C -0.75154 -5.04536 -2.78156
C -2.24925 -5.23586 -3.02088
F -2.65253 -6.49747 -2.79541
F -2.55821 -4.96396 -4.31843
F -0.01948 -5.78972 -3.64341
F -0.44958 -3.73953 -3.06572
O 0.31941 -6.59690 -1.08355
C -0.56207 -7.65574 -0.76610
C -0.52258 -8.78282 -1.80330
F -0.86382 -8.33971 -3.03360
F -1.40175 -9.76195 -1.48261
F -1.80181 -7.16873 -0.56502
F -0.15152 -8.13276 0.43037
H 0.56023 -4.61363 -1.16842
H -1.01133 -5.04817 -0.59127
H -2.83823 -4.56468 -2.39011
H 0.47754 -9.22001 -1.86612
C 1.64785 -3.03940 4.18237
C 0.94214 -1.81305 3.56557
C -0.01756 -2.10896 2.41272
F 0.60034 -2.66816 1.35317
F -0.57994 -0.95821 1.95913
F 1.87670 -0.90096 3.20359
F 0.21659 -1.22839 4.56490
O 2.98374 -3.31149 3.73832
C 3.13118 -4.07319 2.55776
C 3.81778 -3.28815 1.43531
F 3.12141 -2.17818 1.10446
F 3.91251 -4.03968 0.31026
F 1.93730 -4.57908 2.19133
F 3.89741 -5.13517 2.89521
H 1.76601 -2.81454 5.24586
H 1.02137 -3.93527 4.16017
H -0.82587 -2.77145 2.73297
H 4.82342 -2.98035 1.73372
C 6.98103 -2.84233 9.94926
C 5.89139 -3.18348 8.91075
C 4.46044 -3.25568 9.44331
F 4.30383 -4.21581 10.37363
F 3.59568 -3.55652 8.43841
F 6.23389 -4.32907 8.27350
F 5.92936 -2.20118 7.96036
O 7.72287 -3.93955 10.49719
C 7.16154 -4.61163 11.60659
C 6.83802 -6.07806 11.30182
F 5.95759 -6.19311 10.28382
F 6.27333 -6.67941 12.37689
F 6.09918 -3.92278 12.06407
F 8.09322 -4.55211 12.58574
H 7.73499 -2.25853 9.41279
H 6.61664 -2.16801 10.72889
H 4.15071 -2.30017 9.87418
H 7.74284 -6.62862 11.03064
*
```

Atom charges from the Löwdin analysis, given in e for atoms 1 to 2: atom 1 (C): -0.139, atom 2 (C): -0.259

Copy entry 2 word for word.
Below is a 2-piece molecular cluster, BrFHP overall, with properties calculated with ωB97M-V with the def2-TZVPD basis set.

Its largest force on an atom is 0.0985 hartree/bohr. Its orbital gap is 0.33135 hartree. The energy comes out at -82063.4552 eV. Its HOMO energy is -10.9087 eV. The energy above the lowest of the compared OMol25 structures with the same formula, charge and spin is 2.327 eV.

Structure (ORCA input):
```
! wB97M-V def2-TZVPD RIJCOSX def2/J DEFGRID3
* xyz 0 1
F -0.61096 -2.37943 0.17343
P -0.80442 -0.45370 -0.92375
Br -2.60708 0.34588 0.06577
H 0.18112 -0.35332 0.20882
*
```

Atom charges from the Löwdin analysis, given in e for atoms 1 to 2: atom 1 (F): -0.585, atom 2 (P): 0.507